[1]
Entry from OMol25: one molecule with the formula C4H5N3O in a non-equilibrium geometry (ωB97M-V/def2-TZVPD).

The geometry in XYZ format:
```
13
Properties=species:S:1:pos:R:3:lowdin_charge:R:1
N 3.013 -0.316 -0.144 0.15
C 1.818 -0.369 0.100 -0.10
C 0.378 -0.340 0.261 -0.33
N -0.149 -1.435 -0.035 0.12
C -1.621 -1.239 -0.224 -0.15
C -1.795 0.247 0.031 -0.19
N -0.489 0.830 0.299 -0.22
O -0.105 2.012 -0.291 -0.05
H -2.209 -1.554 0.773 0.15
H -2.212 -1.695 -0.924 0.07
H -2.415 0.629 1.013 0.15
H -2.302 0.911 -0.880 0.16
H 0.666 2.273 0.498 0.23
```

Calculated values
**Net charge**: 0
**Energy relative to the best compared isomer or geometry (same formula, charge and spin)**: 144.6 kcal per mole
**Frontier orbital gap**: 9.087 eV
**Highest occupied orbital energy**: -0.330 Eh
**LUMO**: 0.1 eV
**Electronic energy**: -10741.346 eV
**2S+1**: 1
**SMILES**: N#CC1=NCCN1O

=====

[2]
Entry from OMol25: C50H55IN3O4S3SbSc as an isolated structure (ωB97M-V/def2-TZVPD).

The geometry in XYZ format:
```
118
Properties=species:S:1:pos:R:3:lowdin_charge:R:1
Sc -0.004 0.306 3.123 0.54
C 1.593 4.271 2.860 0.02
C 0.877 3.684 1.671 -0.18
N 0.676 4.080 -0.873 0.09
C -0.696 4.269 -0.869 -0.10
C -1.639 3.752 -0.066 -0.17
C -3.066 4.178 -0.341 -0.23
O -3.205 5.576 -0.560 -0.06
C -1.418 2.811 1.052 -0.12
C -2.262 1.702 1.191 -0.11
N -2.122 0.638 1.960 0.02
C -3.328 -0.064 2.132 -0.33
C -4.553 0.613 2.088 -0.03
C -5.769 -0.044 2.157 -0.08
C -5.806 -1.419 2.307 -0.09
C -4.608 -2.102 2.430 -0.12
C -3.379 -1.449 2.376 -0.46
I -1.640 0.332 5.472 0.10
C -0.376 2.970 1.968 -0.30
O -0.328 2.315 3.077 -0.18
H 2.095 5.198 2.582 0.09
H 2.335 3.590 3.283 0.10
H 0.868 4.480 3.645 0.09
H -1.025 4.937 -1.658 0.13
H -3.699 3.863 0.499 0.12
H -3.470 3.718 -1.245 0.09
H -2.791 6.014 0.193 0.09
H -3.142 1.713 0.541 0.09
H -4.548 1.694 2.057 0.11
H -6.683 0.534 2.118 0.10
H -6.743 -1.953 2.362 0.10
H -4.612 -3.171 2.589 0.09
S -2.054 -2.465 2.955 0.93
C -0.788 -2.463 1.747 -0.93
N -0.090 -1.454 1.343 0.00
C 0.999 -1.881 0.605 -0.36
C 1.894 -1.027 -0.036 -0.04
C 2.969 -1.580 -0.694 -0.07
C 3.136 -2.973 -0.758 -0.10
C 2.222 -3.828 -0.173 -0.09
C 1.148 -3.264 0.509 -0.49
S -0.175 -4.032 1.322 1.08
H 1.745 0.042 -0.004 0.09
H 3.679 -0.931 -1.185 0.11
H 3.985 -3.386 -1.285 0.11
H 2.346 -4.899 -0.223 0.12
C -1.551 -2.417 -4.651 -0.11
C -0.887 -2.136 -3.310 -0.70
C -1.377 -3.177 -2.303 -0.13
C 0.625 -2.318 -3.455 -0.13
Sb -1.152 -0.167 -2.355 1.64
C -3.326 0.148 -2.391 -0.70
C -3.834 -0.650 -1.187 -0.13
C -4.102 -0.257 -3.634 -0.11
C -3.592 1.623 -2.100 -0.15
C -0.261 1.196 -3.835 -0.71
C 1.215 1.267 -3.423 -0.15
C -0.359 0.802 -5.301 -0.12
C -0.843 2.600 -3.671 -0.13
H -1.166 -3.368 -5.036 0.08
H -1.352 -1.657 -5.405 0.05
H -2.630 -2.526 -4.564 0.06
H -1.101 -4.178 -2.652 0.09
H -2.458 -3.165 -2.191 0.06
H -0.932 -3.041 -1.320 0.04
H 0.832 -3.348 -3.762 0.09
H 1.153 -2.145 -2.516 0.05
H 1.053 -1.664 -4.212 0.06
H -3.676 -1.720 -1.285 0.06
H -4.911 -0.491 -1.064 0.09
H -3.348 -0.340 -0.265 0.04
H -4.140 -1.338 -3.757 0.06
H -3.692 0.175 -4.548 0.07
H -5.136 0.090 -3.541 0.08
H -2.965 2.013 -1.301 0.02
H -4.637 1.736 -1.789 0.10
H -3.446 2.254 -2.971 0.07
H 1.711 0.299 -3.444 0.05
H 1.328 1.671 -2.417 0.06
H 1.751 1.931 -4.108 0.08
H 0.150 -0.135 -5.520 0.06
H 0.115 1.575 -5.914 0.08
H -1.393 0.711 -5.634 0.07
H -0.943 2.911 -2.629 0.04
H -1.815 2.691 -4.151 0.07
H -0.174 3.319 -4.155 0.09
C 2.864 4.311 0.175 -0.01
C 1.474 3.773 0.274 -0.31
C 1.478 2.429 0.889 -0.09
C 2.586 1.831 1.606 -0.23
C 2.251 0.803 2.507 -0.12
C 3.339 0.402 3.302 -0.13
C 4.625 0.939 3.168 -0.08
C 4.878 1.968 2.277 -0.05
C 3.828 2.460 1.508 -0.19
C 3.922 3.683 0.704 -0.01
H 3.001 5.236 -0.374 0.11
H 1.168 4.617 -1.569 0.12
H 0.719 1.743 0.513 0.14
H 3.174 -0.309 4.096 0.05
H 5.420 0.575 3.804 0.10
H 5.859 2.425 2.220 0.10
H 4.902 4.134 0.592 0.11
O 6.333 -5.388 2.184 0.09
C 5.388 -5.751 3.098 -0.49
O 5.467 -6.828 3.633 0.09
C 4.324 -4.754 3.363 -0.16
C 4.045 -3.686 2.512 -0.03
C 3.034 -2.791 2.798 -0.11
C 2.264 -2.906 3.967 -0.64
S 0.971 -1.829 4.478 0.51
C 2.553 -3.995 4.807 -0.12
C 3.546 -4.900 4.510 -0.02
H 6.189 -4.466 1.937 0.08
H 4.575 -3.554 1.573 0.10
H 2.826 -2.001 2.096 0.08
H 1.969 -4.112 5.709 0.09
H 3.743 -5.735 5.167 0.12
```

Calculated values
**Net charge**: -1
**Energy relative to the best compared isomer or geometry (same formula, charge and spin)**: 40.9 kcal per mole
**Frontier orbital gap**: 6.931 eV
**Highest occupied orbital energy**: -0.177 Eh
**LUMO**: 2.1 eV
**Electronic energy**: -133251.708 eV
**2S+1**: 1

=====

[3]
Entry from OMol25: one molecule with the formula C24H25N3O4 in a non-equilibrium geometry (ωB97M-V/def2-TZVPD).

The geometry in XYZ format:
```
56
Properties=species:S:1:pos:R:3:lowdin_charge:R:1
C 0.120 -4.565 4.709 -0.02
C -1.380 -4.525 4.551 -0.41
O -2.071 -5.485 4.814 0.08
C -1.974 -3.259 4.056 -0.16
C -3.346 -3.241 3.788 0.00
C -3.961 -2.105 3.319 0.01
C -3.219 -0.941 3.107 -0.26
O -3.929 0.127 2.642 -0.02
C -3.278 1.348 2.413 -0.11
C -2.364 1.317 1.229 -0.23
C -1.983 0.325 0.374 0.08
C -1.101 0.976 -0.529 -0.17
C -0.330 0.262 -1.583 -0.40
O -0.021 -0.903 -1.389 0.08
N -0.012 0.918 -2.715 -0.01
C -0.320 2.289 -3.039 -0.11
C 0.986 3.124 -3.061 -0.13
N 2.151 2.279 -3.215 -0.10
C 2.865 1.868 -2.078 -0.23
C 2.412 2.052 -0.773 -0.03
C 3.192 1.666 0.302 -0.08
C 4.434 1.090 0.108 -0.10
C 4.895 0.907 -1.185 -0.09
C 4.126 1.293 -2.263 -0.03
C 1.883 1.262 -4.210 -0.11
C 0.855 0.241 -3.675 -0.30
C 0.047 -0.411 -4.793 -0.03
N -0.981 2.241 -0.210 0.11
O -1.758 2.464 0.876 0.04
C -1.855 -0.944 3.379 -0.01
C -1.243 -2.094 3.844 -0.01
H 0.605 -4.316 3.768 0.09
H 0.420 -5.563 5.019 0.08
H 0.434 -3.849 5.465 0.09
H -3.911 -4.146 3.955 0.12
H -5.018 -2.085 3.104 0.12
H -2.721 1.682 3.301 0.15
H -4.080 2.071 2.227 0.15
H -2.261 -0.707 0.365 0.13
H -1.019 2.697 -2.314 0.10
H -0.788 2.302 -4.030 0.12
H 0.961 3.808 -3.918 0.12
H 1.085 3.724 -2.159 0.11
H 1.438 2.473 -0.578 0.08
H 2.815 1.812 1.305 0.10
H 5.036 0.786 0.952 0.10
H 5.866 0.464 -1.355 0.10
H 4.511 1.162 -3.263 0.11
H 1.496 1.763 -5.103 0.13
H 2.800 0.743 -4.485 0.12
H 1.375 -0.540 -3.109 0.15
H -0.633 -1.149 -4.374 0.08
H 0.718 -0.910 -5.487 0.08
H -0.532 0.330 -5.340 0.07
H -1.252 -0.063 3.222 0.11
H -0.183 -2.065 4.041 0.11
```

Calculated values
**Net charge**: 0
**Energy relative to the best compared isomer or geometry (same formula, charge and spin)**: 94.0 kcal per mole
**Frontier orbital gap**: 8.277 eV
**Highest occupied orbital energy**: -0.288 Eh
**LUMO**: 0.4 eV
**Electronic energy**: -37952.801 eV
**2S+1**: 1
**SMILES**: CC(=O)c1ccc(OCc2cc(C(=O)N3CCN(c4ccccc4)C[C@@H]3C)no2)cc1

=====

[4]
Entry from OMol25: one molecule with the formula C7H11BO3 in a non-equilibrium geometry (ωB97M-V/def2-TZVPD).

The geometry in XYZ format:
```
22
Properties=species:S:1:pos:R:3:lowdin_charge:R:1
C 0.951 -0.253 -1.907 -0.03
C 0.392 0.011 -0.503 -0.28
B 1.569 0.511 0.491 -0.66
O 1.496 1.751 1.022 0.20
O 2.615 -0.289 0.790 0.20
C -0.822 0.925 -0.573 -0.16
C -1.595 0.932 0.744 -0.17
C -2.039 -0.446 1.089 -0.04
C -1.333 -1.530 0.763 -0.01
C -0.037 -1.458 0.104 -0.31
O 0.753 -2.375 0.038 0.08
H 0.171 -0.660 -2.548 0.09
H 1.770 -0.968 -1.872 0.08
H 1.319 0.671 -2.348 0.09
H 2.239 2.000 1.574 0.11
H 2.550 -1.184 0.442 0.09
H -1.488 0.592 -1.375 0.13
H -0.483 1.936 -0.807 0.13
H -2.451 1.605 0.683 0.12
H -0.937 1.307 1.534 0.12
H -2.968 -0.555 1.636 0.11
H -1.673 -2.524 1.021 0.11
```

Calculated values
**Net charge**: 0
**Energy relative to the best compared isomer or geometry (same formula, charge and spin)**: 0.0 kcal per mole
**Frontier orbital gap**: 9.691 eV
**Highest occupied orbital energy**: -0.342 Eh
**LUMO**: 0.4 eV
**Electronic energy**: -14259.139 eV
**2S+1**: 1
**SMILES**: C[C@@]1(B(O)O)CCC=CC1=O

=====

[5]
Entry from OMol25: one molecule with the formula C3H6N2O (ωB97M-V/def2-TZVPD).

The geometry in XYZ format:
```
12
Properties=species:S:1:pos:R:3:lowdin_charge:R:1
O -2.558 -0.479 0.246 0.05
C -1.378 -0.227 0.095 -0.58
N -0.478 -0.915 -0.685 0.06
C 0.892 -0.499 -0.499 -0.16
C 0.751 0.763 0.399 -0.16
N -0.670 0.807 0.662 0.06
H -0.776 -1.690 -1.251 0.14
H 1.383 -0.272 -1.451 0.11
H 1.480 -1.270 0.013 0.11
H 1.329 0.647 1.323 0.11
H 1.106 1.667 -0.110 0.11
H -1.126 1.466 1.266 0.14
```

Calculated values
**Net charge**: 0
**Energy relative to the best compared isomer or geometry (same formula, charge and spin)**: 2.0 kcal per mole
**Frontier orbital gap**: 10.122 eV
**Highest occupied orbital energy**: -0.339 Eh
**LUMO**: 0.9 eV
**Electronic energy**: -8236.614 eV
**2S+1**: 1
**SMILES**: O=C1NCCN1

=====

[6]
Entry from OMol25: a 7-piece molecular cluster, C43H41FIN6O2PS overall in a non-equilibrium geometry (ωB97M-V/def2-TZVPD).

The geometry in XYZ format:
```
96
Properties=species:S:1:pos:R:3:lowdin_charge:R:1
C 5.397 -0.578 -1.504 -0.04
C 4.097 0.131 -1.818 -0.39
F 4.292 1.271 -2.570 -0.01
C 3.019 -0.766 -2.500 -0.09
C 1.657 -0.427 -1.905 -0.21
C 0.909 0.505 -2.566 0.04
C -0.293 0.876 -2.061 -0.09
C -0.747 0.304 -0.893 -0.16
C -0.008 -0.630 -0.228 -0.58
I -0.669 -1.465 1.599 1.00
C 1.224 -1.018 -0.733 -0.40
P 2.238 -2.249 0.150 0.37
S 1.354 -3.992 0.054 0.12
C -2.091 0.789 -0.383 -0.36
O -2.915 0.076 0.151 0.02
C -2.349 2.242 -0.644 0.01
C -1.896 2.788 -1.759 0.02
C -1.150 1.925 -2.721 -0.31
O -1.251 2.032 -3.929 0.12
H 6.110 0.185 -1.178 0.09
H 5.308 -1.272 -0.674 0.06
H 5.849 -1.051 -2.376 0.09
H 3.658 0.447 -0.865 0.13
H 3.021 -0.462 -3.546 0.13
H 3.240 -1.819 -2.369 0.10
H 1.278 0.951 -3.480 0.14
H 2.467 -1.853 1.486 -0.04
H 3.512 -2.396 -0.412 -0.03
H -2.876 2.837 0.091 0.13
H -2.058 3.847 -1.919 0.11
C -5.566 0.568 -1.469 -0.08
C -5.040 -0.032 -2.600 -0.07
C -5.718 0.119 -3.800 -0.15
N -6.853 0.806 -3.928 0.05
C -7.345 1.375 -2.829 -0.16
C -6.745 1.289 -1.582 -0.07
H -5.066 0.475 -0.515 0.09
H -4.122 -0.605 -2.554 0.10
H -5.341 -0.331 -4.712 0.10
H -8.270 1.925 -2.964 0.10
H -7.188 1.774 -0.722 0.08
C 3.097 -8.661 -0.725 -0.08
C 3.113 -7.343 -0.302 -0.08
C 4.169 -6.918 0.490 -0.15
N 5.172 -7.710 0.873 0.05
C 5.138 -8.976 0.458 -0.16
C 4.132 -9.500 -0.338 -0.08
H 2.291 -9.031 -1.346 0.10
H 2.328 -6.653 -0.578 0.05
H 4.219 -5.892 0.839 0.07
H 5.965 -9.597 0.786 0.10
H 4.158 -10.536 -0.647 0.10
C 1.341 5.455 -2.633 -0.08
C 1.839 6.569 -1.977 -0.07
C 1.006 7.668 -1.825 -0.16
N -0.246 7.718 -2.277 0.05
C -0.706 6.638 -2.907 -0.16
C 0.040 5.487 -3.109 -0.08
H 1.958 4.576 -2.771 0.11
H 2.849 6.587 -1.591 0.10
H 1.353 8.561 -1.316 0.10
H -1.728 6.708 -3.265 0.11
H -0.385 4.637 -3.627 0.09
C 1.968 4.282 2.687 -0.07
C 0.888 4.111 1.837 -0.06
C 0.638 2.841 1.341 -0.13
N 1.377 1.772 1.628 0.07
C 2.413 1.957 2.446 -0.15
C 2.749 3.182 3.001 -0.07
H 2.197 5.257 3.098 0.11
H 0.253 4.943 1.564 0.11
H -0.196 2.664 0.676 0.08
H 3.000 1.071 2.662 0.10
H 3.601 3.271 3.661 0.10
C 6.340 -4.279 4.768 -0.08
C 6.886 -4.894 3.655 -0.06
C 6.217 -4.780 2.446 -0.16
N 5.073 -4.114 2.292 0.05
C 4.563 -3.529 3.378 -0.15
C 5.152 -3.578 4.630 -0.07
H 6.832 -4.343 5.730 0.11
H 7.810 -5.452 3.720 0.10
H 6.609 -5.247 1.549 0.10
H 3.631 -2.994 3.225 0.08
H 4.693 -3.082 5.474 0.10
C -10.512 1.583 1.939 -0.08
C -10.921 2.316 3.040 -0.08
C -9.949 2.844 3.876 -0.16
N -8.640 2.684 3.683 0.05
C -8.267 1.974 2.621 -0.16
C -9.156 1.406 1.721 -0.08
H -11.240 1.155 1.261 0.11
H -11.970 2.477 3.247 0.10
H -10.223 3.428 4.748 0.10
H -7.196 1.857 2.491 0.10
H -8.795 0.840 0.873 0.09
```

Calculated values
**Net charge**: 0
**Energy relative to the best compared isomer or geometry (same formula, charge and spin)**: 0.0 kcal per mole
**Frontier orbital gap**: 7.008 eV
**Highest occupied orbital energy**: -0.306 Eh
**LUMO**: -1.3 eV
**Electronic energy**: -89231.722 eV
**2S+1**: 1
**SMILES**: C[C@@H](F)Cc1cc2c(c(I)c1[PH2]=S)C(=O)C=CC2=O.c1ccncc1.c1ccncc1.c1ccncc1.c1ccncc1.c1ccncc1.c1ccncc1